{
  "formula": "C29H24BrHgN4O2S4",
  "method": "wB97M-V/def2-TZVPD",
  "e_above_lowest_kcal_mol": 4.9,
  "e_tot_ev": -158078.06710,
  "total_charge": -2,
  "lumo_energy_ev": [4.5, 4.4],
  "spin_multiplicity": 2,
  "s2": 0.757,
  "symbols": ["Hg", "S", "C", "C", "C", "C", "C", "C", "S", "C", "C", "C", "C", "C", "C", "C", "S", "C", "C", "C", "C", "C", "C", "S", "N", "H", "H", "H", "H", "H", "H", "H", "H", "H", "H", "H", "H", "H", "H", "H", "C", "N", "C", "C", "C", "O", "N", "C", "O", "H", "H", "H", "H", "H", "Br", "C", "C", "C", "C", "C", "N", "H", "H", "H", "H"],
  "xyz": [[1.21470, 0.15842, 0.91615], [1.20473, -0.91108, 3.24375], [0.22877, -2.30614, 2.84186], [-0.89952, -2.61906, 3.61752], [-1.63043, -3.77456, 3.41816], [-1.26125, -4.67743, 2.42570], [-0.17239, -4.37715, 1.62287], [0.54294, -3.19552, 1.79458], [1.90449, -2.81367, 0.71723], [1.13160, -3.07198, -0.90315], [1.38392, -1.96851, -1.90739], [1.00645, -2.20368, -3.22875], [1.25772, -1.22959, -4.16963], [1.91069, -0.07321, -3.77678], [2.23641, 0.09282, -2.44321], [2.96618, 1.33075, -2.00799], [2.00895, 2.42907, -0.90397], [3.25410, 3.06384, 0.17586], [3.33668, 4.45624, 0.24733], [4.17057, 5.08679, 1.15311], [4.95073, 4.30284, 1.99978], [4.87201, 2.92637, 1.94013], [4.01601, 2.25530, 1.04624], [3.93674, 0.51315, 1.07178], [1.95985, -0.84269, -1.52642], [-1.18777, -1.90526, 4.37793], [-2.49833, -3.97342, 4.03693], [-1.81723, -5.59467, 2.27255], [0.13313, -5.06713, 0.84415], [0.06371, -3.17376, -0.74543], [1.50460, -4.00513, -1.33260], [0.49718, -3.12313, -3.49051], [0.93075, -1.35054, -5.19402], [2.10802, 0.71980, -4.48357], [3.23166, 1.90809, -2.89259], [3.86022, 1.04611, -1.45063], [2.72609, 5.04010, -0.43051], [4.21555, 6.16838, 1.19723], [5.61049, 4.77185, 2.72195], [5.45768, 2.31486, 2.61542], [-3.77302, 2.19989, 2.25197], [-2.88335, 1.90191, 1.15348], [-2.97729, 2.63250, -0.02783], [-2.21320, 2.28747, -1.05512], [-1.38671, 1.03857, -0.86350], [-0.38403, 0.92202, -1.80204], [-0.77062, 1.10778, 0.47581], [-1.58934, 1.38923, 1.49410], [-1.31469, 1.29787, 2.69017], [-4.49128, 2.95662, 1.92977], [-3.20989, 2.56152, 3.11357], [-4.32785, 1.31053, 2.56394], [-3.64889, 3.48491, -0.02235], [-2.13739, 2.84098, -1.97643], [-1.46765, 1.18353, -4.15751], [-2.28137, -0.22612, -0.93464], [-3.48718, -0.21807, -1.63809], [-4.25140, -1.36513, -1.68446], [-3.80063, -2.49810, -1.02018], [-2.58591, -2.41824, -0.36401], [-1.83057, -1.32183, -0.32973], [-3.79458, 0.68321, -2.14602], [-5.18661, -1.38078, -2.23273], [-4.36968, -3.41953, -1.00989], [-2.20328, -3.27823, 0.18067]],
  "forces_ev_per_angstrom": [[0.000, 0.361, 0.227], [-0.010, -0.263, -0.060], [0.070, -0.002, 0.082], [0.037, 0.022, -0.009], [-0.035, -0.044, -0.017], [-0.011, 0.010, 0.016], [-0.024, 0.028, -0.028], [0.036, -0.094, -0.004], [-0.080, 0.171, 0.025], [0.151, -0.143, 0.047], [0.025, -0.050, -0.087], [0.003, 0.025, -0.007], [-0.032, -0.008, -0.006], [-0.061, 0.025, -0.001], [-0.058, 0.001, -0.049], [0.068, 0.126, 0.077], [-0.102, -0.155, -0.041], [-0.035, 0.143, -0.083], [0.075, 0.018, 0.010], [0.027, 0.004, 0.003], [-0.017, 0.025, -0.010], [0.037, -0.040, 0.012], [0.078, -0.113, -0.030], [-0.324, 0.145, 0.046], [0.076, 0.034, 0.057], [-0.014, -0.004, 0.018], [-0.004, -0.002, 0.013], [-0.004, -0.010, -0.002], [-0.012, -0.009, -0.006], [-0.195, 0.034, 0.026], [-0.080, 0.003, -0.016], [0.007, -0.011, 0.003], [-0.008, 0.002, -0.004], [-0.005, 0.025, -0.012], [0.078, 0.001, 0.013], [-0.034, -0.017, -0.021], [-0.017, 0.004, -0.007], [-0.004, 0.005, 0.000], [0.016, -0.005, -0.002], [0.005, 0.010, 0.013], [0.023, 0.028, 0.031], [0.003, 0.029, 0.014], [0.047, 0.004, -0.063], [-0.001, 0.127, 0.053], [-0.179, -0.090, 0.172], [0.245, -0.049, -0.104], [0.085, -0.189, -0.396], [0.111, 0.124, 0.104], [0.013, -0.089, 0.132], [-0.007, -0.018, -0.002], [-0.015, 0.005, -0.011], [0.015, 0.011, 0.009], [-0.012, -0.011, 0.009], [-0.031, -0.014, -0.038], [0.052, -0.037, -0.025], [-0.050, -0.009, -0.076], [-0.012, 0.012, -0.009], [-0.004, -0.029, -0.004], [-0.031, 0.014, -0.017], [0.077, -0.101, 0.063], [0.023, 0.000, 0.015], [0.010, -0.007, -0.021], [-0.013, 0.013, -0.005], [-0.002, -0.006, 0.008], [0.033, 0.029, -0.030]],
  "mulliken_spin": [0.00, 0.00, 0.00, 0.00, 0.00, 0.00, 0.00, 0.00, 0.00, 0.00, 0.00, 0.01, -0.01, 0.01, -0.02, 0.00, -0.01, 0.00, 0.00, 0.00, 0.00, 0.00, 0.00, 0.00, 0.00, 0.00, 0.00, 0.00, 0.00, 0.00, 0.00, 0.00, 0.00, 0.00, 0.00, 0.00, 0.00, 0.00, 0.00, 0.00, 0.00, 0.00, 0.00, 0.01, -0.07, 0.62, 0.02, 0.00, 0.00, 0.00, 0.00, 0.00, 0.00, 0.00, 0.36, 0.07, 0.01, 0.00, 0.00, 0.00, -0.01, 0.00, 0.00, 0.00, 0.00]
}